No. 1
C2HIN2O2 | the ωB97M-V functional and the def2-TZVPD basis

The value obtained for the energy above the lowest of the compared OMol25 structures with the same formula, charge and spin is 193.6 kJ/mol. The maximum force comes out at 3.29 eV/Å. As for the electronic energy: -634.3493 Eh. Its spin multiplicity is 1. Its HOMO-LUMO gap is 9.252 eV. Its SMILES is N#C[C@@H](I)[N+](=O)[O-]. Its LUMO energy is -1.45 eV. Its charge is 0.

Last column: natural (NBO) charge in e.
Cartesian coordinates (Å):
N 1.821 -1.197 1.435  -0.22
C 1.137 -0.547 0.793  0.21
C 0.264 0.354 0.106  -0.35
I 1.185 1.063 -1.760  0.23
N -1.080 -0.190 -0.326  0.54
O -1.993 0.237 0.286  -0.35
O -1.156 -0.774 -1.339  -0.34
H -0.179 1.055 0.804  0.29


No. 2
C26H30N4O2 | the ωB97M-V functional and the def2-TZVPD basis

The value obtained for the energy above the lowest of the compared OMol25 structures with the same formula, charge and spin is 221.9 kJ/mol. The maximum force comes out at 2.47 eV/Å. As for the electronic energy: -1378.2420 Eh. Its spin multiplicity is 1. Its HOMO-LUMO gap is 6.506 eV. Its LUMO energy is -0.66 eV. Its charge is 0.

Last column: natural (NBO) charge in e.
Cartesian coordinates (Å):
C 2.206 -3.873 -3.155  -0.63
C 1.582 -3.737 -1.827  -0.25
C 0.919 -2.610 -1.393  0.09
N 0.499 -2.357 -0.155  -0.56
C 0.499 -3.390 0.776  0.77
O 0.014 -3.403 1.885  -0.68
N 1.128 -4.573 0.325  -0.64
C 1.734 -4.831 -0.902  0.64
O 2.306 -5.896 -1.078  -0.65
H 2.705 -4.859 -3.206  0.25
H 1.465 -3.813 -3.973  0.20
H 2.969 -3.089 -3.327  0.20
H 0.726 -1.829 -2.131  0.19
H 1.172 -5.292 1.009  0.41
C -2.659 2.736 -4.563  -0.41
N -3.147 1.544 -3.897  -0.42
C -4.044 0.759 -4.705  -0.20
C -4.790 -0.287 -3.900  -0.40
C -3.844 -1.046 -2.993  -0.43
C -2.948 -0.163 -2.214  -0.11
C -2.721 1.170 -2.658  0.32
C -1.991 2.034 -1.798  -0.33
C -1.355 1.543 -0.677  -0.14
C -1.259 0.121 -0.422  -0.13
C -0.447 -0.534 0.561  0.10
C 0.501 0.195 1.366  -0.20
C 0.732 -0.180 2.718  -0.12
C 1.532 0.561 3.576  -0.02
C 2.145 1.765 3.112  0.22
N 2.863 2.548 3.969  -0.40
C 3.637 3.686 3.503  -0.41
C 3.261 2.101 5.287  -0.20
C 2.194 1.230 5.929  -0.40
C 1.737 0.125 4.985  -0.44
C 1.934 2.147 1.764  -0.29
C 1.150 1.387 0.930  -0.13
C -2.197 -0.665 -1.154  -0.12
H -1.767 3.139 -4.064  0.22
H -2.399 2.502 -5.610  0.20
H -3.441 3.518 -4.586  0.19
H -4.755 1.440 -5.187  0.20
H -3.473 0.270 -5.514  0.18
H -5.569 0.214 -3.318  0.21
H -5.275 -0.978 -4.588  0.22
H -4.421 -1.683 -2.318  0.23
H -3.229 -1.719 -3.609  0.22
H -1.923 3.096 -2.058  0.22
H -0.897 2.279 0.006  0.23
H -0.941 -1.404 1.048  0.26
H 0.265 -1.092 3.103  0.24
H 3.031 4.359 2.874  0.21
H 3.977 4.239 4.385  0.21
H 4.523 3.368 2.924  0.19
H 4.208 1.531 5.209  0.18
H 3.459 2.992 5.889  0.20
H 2.620 0.800 6.838  0.22
H 1.344 1.856 6.220  0.20
H 0.802 -0.290 5.369  0.23
H 2.479 -0.688 5.039  0.22
H 2.427 3.047 1.399  0.21
H 1.046 1.705 -0.115  0.22
H -2.297 -1.727 -0.901  0.22


No. 3
C4H10N2O2 | the ωB97M-V functional and the def2-TZVPD basis

The value obtained for the energy above the lowest of the compared OMol25 structures with the same formula, charge and spin is 84.5 kJ/mol. The maximum force comes out at 4.28 eV/Å. As for the electronic energy: -417.6714 Eh. Its spin multiplicity is 1. Its HOMO-LUMO gap is 11.443 eV. Its SMILES is [NH3+]/C=C(\O)[C@@H]1[NH2+][C@H]1O. Its LUMO energy is -7.38 eV. Its charge is +2.

Last column: natural (NBO) charge in e.
Cartesian coordinates (Å):
N 2.540 -0.866 0.303  -0.69
C 1.093 -0.600 0.234  -0.12
C 0.608 0.467 -0.360  0.33
O 1.519 1.389 -0.683  -0.65
C -0.876 0.521 -0.621  -0.15
N -1.711 1.241 0.401  -0.60
C -1.641 -0.389 0.271  0.34
O -2.737 -0.912 -0.227  -0.64
H 2.466 -1.848 0.407  0.45
H 3.084 -0.461 1.072  0.47
H 3.139 -0.712 -0.561  0.48
H 0.493 -1.423 0.596  0.23
H 1.367 1.805 -1.564  0.53
H -1.252 0.736 -1.531  0.27
H -1.122 1.882 0.965  0.46
H -2.545 1.675 -0.186  0.48
H -1.146 -0.937 1.188  0.25
H -3.277 -1.566 0.297  0.56


No. 4
CH4NO3 | the ωB97M-V functional and the def2-TZVPD basis

The value obtained for the energy above the lowest of the compared OMol25 structures with the same formula, charge and spin is 0.0 kJ/mol. Its expectation value of S² is 2.0150. The maximum force comes out at 14.24 eV/Å. As for the electronic energy: -320.4278 Eh. Its spin multiplicity is 3. Its HOMO-LUMO gap (alpha / beta) is 8.871 / 10.299 eV. Its LUMO energy (alpha / beta) is -4.35 / -7.70 eV. Its charge is +1.

Last column: Mulliken spin population.
Cartesian coordinates (Å):
C 0.483 0.170 0.057  -0.10
N -0.876 -0.523 -0.019  0.00
O 1.350 -0.578 -0.625  1.02
O 1.323 -0.546 0.841  1.10
O 0.224 1.597 0.150  -0.02
H -1.543 0.260 -0.190  0.00
H -1.037 -1.108 0.907  0.00
H -0.870 -1.263 -0.785  0.00
H 0.946 1.991 -0.336  0.00


No. 5
C9H9AsCl2CoF6NOS | the ωB97M-V functional and the def2-TZVPD basis

The value obtained for the energy above the lowest of the compared OMol25 structures with the same formula, charge and spin is 0.0 kJ/mol. Its expectation value of S² is 1.1013. The maximum force comes out at 1.63 eV/Å. As for the electronic energy: -6014.4795 Eh. Its spin multiplicity is 2. Its HOMO-LUMO gap (alpha / beta) is 5.774 / 5.787 eV. Its LUMO energy (alpha / beta) is -6.95 / -6.84 eV. Its charge is +1.

Last column: Mulliken spin population.
Cartesian coordinates (Å):
Co -0.501 -0.186 -0.125  1.21
N 0.727 0.768 3.475  0.00
C 0.626 0.494 2.197  0.00
O -0.240 -0.329 1.782  -0.04
C 1.508 1.151 1.178  0.03
C 1.478 0.327 -0.084  -0.40
H 0.045 0.392 4.118  0.00
H 1.386 1.450 3.814  0.00
H 2.540 1.267 1.529  -0.04
H 1.113 2.154 1.002  -0.01
H 1.865 -0.689 -0.004  -0.02
H 1.740 0.829 -1.009  0.00
Cl -0.645 -0.004 -2.439  -0.02
C -1.244 -1.574 -2.920  0.03
C -1.416 -1.812 -4.258  -0.02
C -1.880 -3.068 -4.645  0.05
C -2.148 -4.052 -3.709  -0.02
C -1.962 -3.796 -2.362  0.04
Cl -2.298 -5.023 -1.218  0.00
C -1.514 -2.529 -1.922  0.00
S -1.353 -2.198 -0.249  0.19
H -1.195 -1.048 -4.990  0.00
H -2.027 -3.276 -5.696  0.00
H -2.503 -5.025 -4.018  0.00
F -1.343 1.517 -0.017  0.01
As -1.400 3.443 0.151  0.01
F 0.039 3.402 -0.826  0.00
F -0.384 3.145 1.519  0.00
F -2.327 3.385 -1.285  0.00
F -2.784 3.174 1.103  0.00
F -1.389 5.122 0.310  0.00


What did the fourth record say?
CH4NO3 | the ωB97M-V functional and the def2-TZVPD basis

The value obtained for the energy above the lowest of the compared OMol25 structures with the same formula, charge and spin is 0.0 kJ/mol. Its expectation value of S² is 2.0150. The maximum force comes out at 14.24 eV/Å. As for the electronic energy: -320.4278 Eh. Its spin multiplicity is 3. Its HOMO-LUMO gap (alpha / beta) is 8.871 / 10.299 eV. Its LUMO energy (alpha / beta) is -4.35 / -7.70 eV. Its charge is +1.

Last column: Mulliken spin population.
Cartesian coordinates (Å):
C 0.483 0.170 0.057  -0.10
N -0.876 -0.523 -0.019  0.00
O 1.350 -0.578 -0.625  1.02
O 1.323 -0.546 0.841  1.10
O 0.224 1.597 0.150  -0.02
H -1.543 0.260 -0.190  0.00
H -1.037 -1.108 0.907  0.00
H -0.870 -1.263 -0.785  0.00
H 0.946 1.991 -0.336  0.00


Q: Which of these has the highest electronic energy?
A: CH4NO3


Q: charge of number 5 (C9H9AsCl2CoF6NOS)?
A: +1